Computed, not measured: a 15-piece molecular cluster, C40H76BrF3NO21PS overall at a distorted geometry, with ωB97M-V/def2-TZVPD.

Structure (ORCA input):
```
! RIJCOSX wB97M-V def2-TZVPD def2/J DEFGRID3
* xyz 0 1
C 6.51 2.07 1.31
C 5.69 0.79 1.08
C 6.40 -0.40 0.75
C 5.75 -1.64 0.49
C 4.33 -1.65 0.58
C 3.62 -0.47 0.90
C 4.27 0.76 1.16
C 3.38 1.99 1.48
C 2.80 2.44 0.11
C 3.72 3.01 -0.82
C 3.29 3.42 -2.11
C 4.38 3.98 -3.04
C 1.92 3.26 -2.48
C 1.43 3.67 -3.89
C 0.84 5.13 -3.90
O 1.30 6.04 -3.25
C 1.01 2.68 -1.53
C 1.43 2.27 -0.22
C 0.41 1.64 0.72
O 0.32 1.90 1.89
C -0.56 0.65 0.02
C -1.02 -0.57 0.62
P -0.58 -1.12 2.31
N -1.17 -0.14 3.39
O 1.02 -1.22 2.59
O -1.31 -2.58 2.55
C -1.86 -1.40 -0.16
C -2.26 -1.06 -1.49
S -3.29 -2.29 -2.30
O -4.12 -2.93 -1.31
O -4.08 -1.79 -3.40
C -2.09 -3.61 -2.86
F -2.72 -4.74 -3.20
F -1.26 -3.89 -1.82
F -1.31 -3.19 -3.87
C -1.83 0.18 -2.03
Br -2.33 0.72 -3.80
C -0.98 1.04 -1.29
C -0.48 2.40 -1.83
O -1.19 3.17 -2.42
H 7.33 1.93 2.03
H 7.01 2.30 0.34
H 5.91 2.96 1.57
H 7.50 -0.39 0.65
H 6.31 -2.54 0.24
H 3.78 -2.59 0.36
H 2.52 -0.53 0.92
H 2.58 1.76 2.20
H 3.99 2.83 1.87
H 4.77 3.10 -0.52
H 4.08 3.97 -4.10
H 5.23 3.27 -2.97
H 4.76 4.96 -2.70
H 2.24 3.49 -4.63
H 0.60 2.98 -4.14
H -0.09 5.30 -4.50
H -1.65 0.64 2.95
H 1.10 -0.99 3.53
H -2.16 -2.37 2.98
H -2.21 -2.36 0.25
C -3.43 -5.66 1.44
O -2.16 -5.22 0.98
H -3.75 -6.50 0.83
H -3.36 -5.98 2.49
H -4.16 -4.85 1.35
H -1.89 -4.47 1.54
C -5.03 -7.72 -3.40
O -3.71 -7.37 -3.81
H -5.34 -8.60 -3.95
H -5.04 -7.94 -2.33
H -5.72 -6.89 -3.61
H -3.45 -6.59 -3.31
C -0.44 -5.85 3.78
O -0.71 -4.75 4.65
H -0.68 -6.77 4.30
H -1.06 -5.76 2.89
H 0.62 -5.85 3.51
H -0.49 -3.94 4.16
C -1.32 6.28 -0.99
O -0.15 6.94 -0.54
H -2.08 6.33 -0.21
H -1.70 6.76 -1.90
H -1.08 5.24 -1.21
H 0.50 6.87 -1.25
C -2.18 -2.19 6.60
O -1.71 -3.42 7.12
H -2.55 -1.58 7.42
H -1.38 -1.65 6.09
H -3.00 -2.36 5.89
H -1.39 -3.94 6.37
C 2.25 10.04 0.12
O 2.10 8.87 -0.66
H 3.28 10.39 0.03
H 1.58 10.83 -0.24
H 2.04 9.83 1.17
H 1.19 8.58 -0.57
C -8.61 -9.34 -2.76
O -7.75 -8.58 -1.93
H -8.58 -10.38 -2.44
H -9.64 -8.97 -2.68
H -8.29 -9.28 -3.80
H -7.79 -7.67 -2.23
C 0.52 4.53 4.47
O 1.51 3.63 4.96
H 0.95 5.53 4.41
H 0.19 4.22 3.48
H -0.34 4.55 5.15
H 1.10 2.76 5.01
C -4.46 3.13 -6.47
O -3.05 3.34 -6.39
H -4.70 2.82 -7.48
H -4.77 2.35 -5.77
H -4.99 4.06 -6.24
H -2.86 3.62 -5.49
C 3.19 -5.74 0.92
O 2.51 -4.57 0.49
H 4.23 -5.66 0.62
H 3.14 -5.84 2.00
H 2.75 -6.63 0.45
H 1.59 -4.66 0.76
C 3.80 2.41 -7.16
O 3.57 3.55 -6.34
H 3.52 1.52 -6.60
H 3.18 2.46 -8.06
H 4.85 2.35 -7.44
H 3.82 4.33 -6.86
C -1.80 3.61 8.22
O -0.65 4.29 8.69
H -2.57 3.66 8.99
H -2.17 4.09 7.31
H -1.56 2.56 8.02
H 0.02 4.23 8.00
C 0.19 3.49 -7.93
O 0.89 4.12 -6.86
H -0.80 3.21 -7.58
H 0.10 4.18 -8.77
H 0.73 2.59 -8.25
H 1.76 4.36 -7.19
C -0.17 -5.97 8.81
O 0.51 -6.28 7.59
H 0.02 -6.77 9.52
H 0.21 -5.03 9.22
H -1.24 -5.89 8.63
H 0.33 -5.55 6.98
*
```

Calculated values
Electronic energy (Ha): -6817.443613
LUMO (eV): -1.9
F_max (eV/A): 3.6
Frontier orbital gap (Ha): 0.256
HOMO (eV): -8.88

Results of the Löwdin charge analysis, in e, for atoms 1 through 99: number 1, C, carries -0.059; number 2, C, carries -0.216; number 3, C, carries -0.053; number 4, C, carries -0.072; number 5, C, carries -0.068; number 6, C, carries -0.039; number 7, C, carries -0.159; number 8, C, carries -0.057; number 9, C, carries -0.108; number 10, C, carries 0.050; number 11, C, carries -0.153; number 12, C, carries -0.021; number 13, C, carries -0.081; number 14, C, carries -0.076; number 15, C, carries -0.193; number 16, O, carries 0.045; number 17, C, carries -0.004; number 18, C, carries -0.021; number 19, C, carries -0.261; number 20, O, carries 0.109; number 21, C, carries -0.019; number 22, C, carries -0.140; number 23, P, carries 0.591; number 24, N, carries -0.151; number 25, O, carries -0.145; number 26, O, carries -0.188; number 27, C, carries -0.028; number 28, C, carries -0.262; number 29, S, carries 0.754; number 30, O, carries -0.275; number 31, O, carries -0.309; number 32, C, carries -0.610; number 33, F, carries 0.149; number 34, F, carries 0.123; number 35, F, carries 0.149; number 36, C, carries -0.490; number 37, Br, carries 0.910; number 38, C, carries -0.077; number 39, C, carries -0.296; number 40, O, carries 0.065; number 41, H, carries 0.085; number 42, H, carries 0.085; number 43, H, carries 0.060; number 44, H, carries 0.110; number 45, H, carries 0.097; number 46, H, carries 0.086; number 47, H, carries 0.083; number 48, H, carries 0.103; number 49, H, carries 0.110; number 50, H, carries 0.116; number 51, H, carries 0.049; number 52, H, carries 0.090; number 53, H, carries 0.096; number 54, H, carries 0.085; number 55, H, carries 0.107; number 56, H, carries 0.124; number 57, H, carries -0.009; number 58, H, carries 0.097; number 59, H, carries 0.095; number 60, H, carries 0.102; number 61, C, carries -0.133; number 62, O, carries -0.153; number 63, H, carries 0.082; number 64, H, carries 0.076; number 65, H, carries 0.079; number 66, H, carries 0.018; number 67, C, carries -0.165; number 68, O, carries -0.122; number 69, H, carries 0.079; number 70, H, carries 0.073; number 71, H, carries 0.076; number 72, H, carries 0.035; number 73, C, carries -0.103; number 74, O, carries -0.141; number 75, H, carries 0.094; number 76, H, carries 0.049; number 77, H, carries 0.081; number 78, H, carries 0.051; number 79, C, carries -0.140; number 80, O, carries -0.134; number 81, H, carries 0.082; number 82, H, carries 0.086; number 83, H, carries 0.053; number 84, H, carries 0.044; number 85, C, carries -0.158; number 86, O, carries -0.136; number 87, H, carries 0.077; number 88, H, carries 0.060; number 89, H, carries 0.073; number 90, H, carries 0.023; number 91, C, carries -0.162; number 92, O, carries -0.130; number 93, H, carries 0.074; number 94, H, carries 0.075; number 95, H, carries 0.076; number 96, H, carries 0.037; number 97, C, carries -0.155; number 98, O, carries -0.137; number 99, H, carries 0.078